Here is a gas-phase ion, C3H4NS (charge +1) from OMol25. Energies are from wB97M-V/def2-TZVPD.

## Properties
Charge: +1
Gap between HOMO and LUMO (spin up / spin down), eV: 6.754 / 6.664
Energy relative to the best compared isomer or geometry (same formula, charge and spin), kcal per mole: 66.0
DFT total energy, eV: -15489.8753

Bonds (Å) are listed after each position.
Atoms and positions in Å:
1 C 0.1119 1.3146 0.0208  C2 1.373, N4 1.353, H6 1.119
2 C 1.4583 1.0514 -0.0388  C1 1.373, S5 1.689
3 C -0.1347 -1.0506 -0.0266  N4 1.436, S5 1.922, H7 1.185, H8 1.156
4 N -0.7278 0.2546 0.0557  C1 1.353, C3 1.436, H9 0.974
5 S 1.7376 -0.6146 -0.0319  C2 1.689, C3 1.922
6 H -0.4729 2.2678 -0.0299  C1 1.119
7 H -0.0733 -1.8172 0.8748  C3 1.185
8 H -0.2068 -1.7938 -0.9093  C3 1.156
9 H -1.6923 0.3878 0.0851  N4 0.974